Below is a 13-piece molecular cluster, C78H187N5O24 overall in a non-equilibrium geometry, with properties calculated with wB97M-V/def2-TZVPD.

Structure (XYZ):
```
294
Properties=species:S:1:pos:R:3:forces:R:3
H -4.213 -14.843 21.364 0.0 -0.8 -0.5
H -6.425 -18.977 20.564 0.4 0.3 0.3
C 6.997 -18.816 22.862 -0.1 0.1 0.4
C -0.225 -11.841 19.384 -0.4 -0.9 0.6
H 5.748 -23.252 29.429 -0.1 0.1 -0.5
H -4.707 -17.811 30.565 0.0 0.2 -0.1
H -4.903 -17.289 25.264 -0.6 -0.5 0.6
C -1.434 -15.445 31.528 1.6 0.6 0.6
H -2.882 -11.458 19.548 0.4 -0.4 0.5
C -2.385 -12.178 20.256 -1.0 0.4 -0.7
H 5.902 -15.721 16.050 0.2 -0.7 -0.3
H -6.173 -23.133 23.839 -0.5 -0.4 -0.1
H 5.411 -13.070 23.192 0.3 -0.1 -0.6
C -3.242 -18.579 23.998 1.4 -0.6 1.8
H 7.460 -16.674 15.985 -1.3 -0.2 -0.1
O 7.142 -17.552 22.241 0.7 0.4 -0.5
C 1.098 -18.916 16.117 0.0 0.7 0.8
H -1.232 -14.485 22.889 -1.4 0.3 0.0
H 2.453 -16.710 16.813 -0.4 -0.3 -0.2
H 6.117 -18.713 23.513 0.2 -0.4 0.4
C -1.190 -20.739 20.926 -0.8 -0.1 1.1
H 7.259 -19.828 20.989 0.1 0.4 -1.2
C 1.390 -16.496 16.625 -1.1 1.0 0.2
C -0.526 -17.764 27.235 -1.4 -1.7 0.5
H 6.224 -16.337 23.596 -0.5 0.3 -0.1
H 0.408 -14.963 15.184 0.2 -0.5 0.7
H 0.392 -19.382 33.912 0.3 -0.4 0.2
C -4.886 -16.856 31.078 0.5 1.2 2.3
O -7.024 -21.585 22.756 0.3 -0.3 -0.3
C 3.165 -15.520 26.711 0.4 0.3 0.1
H -2.145 -17.341 30.864 0.2 -0.8 0.2
C 1.222 -15.712 15.285 -1.4 -0.9 -0.3
H 1.877 -20.116 25.085 -0.4 0.8 -0.7
H 5.765 -19.578 14.153 -0.3 0.0 0.1
H 2.114 -18.715 15.716 -0.5 -0.1 0.3
H 3.282 -13.339 19.386 0.2 0.3 -0.3
H -5.350 -13.832 18.684 -0.8 0.1 1.0
H -3.173 -18.022 33.160 -0.1 0.8 -0.6
H 1.275 -21.066 16.522 -0.4 -0.1 0.1
C 4.510 -21.460 25.368 -0.2 0.6 0.6
H 7.278 -21.145 16.773 0.0 -0.2 0.6
H -0.591 -11.809 28.289 -0.5 -1.3 0.7
C 0.922 -12.607 25.392 -0.3 0.5 -0.1
H 1.045 -16.406 14.442 0.1 0.0 0.4
H 0.852 -22.157 25.162 -0.8 -0.3 0.1
C -5.367 -15.715 30.230 -1.4 1.0 -1.3
H -5.548 -14.754 30.815 0.3 -1.5 -0.5
H -2.806 -16.014 30.023 -0.1 0.3 -0.2
H 0.985 -13.226 18.167 -0.2 0.0 0.3
H -2.091 -12.196 29.145 0.0 -0.6 0.0
H -0.981 -15.844 32.484 -0.5 0.7 -1.0
H -5.563 -16.188 33.768 0.9 -0.2 0.4
C 5.597 -16.472 30.092 -0.6 0.4 -1.0
C 2.591 -17.224 23.841 -1.2 1.2 0.0
H -4.580 -19.742 18.979 0.4 0.6 -0.3
H 8.748 -20.424 27.580 0.3 -1.1 -0.1
O -0.366 -18.975 32.108 0.6 0.9 -2.7
C -1.057 -12.547 29.028 0.5 0.5 -1.8
H -2.743 -17.035 20.380 -1.3 0.3 1.0
H 7.929 -19.054 23.457 -0.9 0.1 -0.5
H -1.298 -23.724 29.678 0.6 0.6 0.3
H -6.349 -16.020 29.780 0.7 0.4 0.1
H 1.497 -12.433 23.292 0.9 0.6 -0.4
O -5.627 -15.456 19.906 0.3 -0.3 1.6
O -3.944 -17.247 22.156 0.3 -0.6 -0.5
C 1.018 -24.448 23.848 -0.1 -0.8 -0.5
H -1.248 -18.620 27.526 1.0 1.0 0.0
H 4.802 -19.230 16.832 0.7 -0.3 -0.6
H -2.067 -11.647 21.132 -0.1 0.6 0.8
O 5.083 -16.848 18.328 0.8 0.3 0.3
H -1.172 -16.028 18.144 0.4 -0.3 0.5
H 5.772 -17.352 30.710 0.3 0.0 -0.2
C 3.225 -14.192 21.299 0.4 -0.3 0.6
C 7.220 -16.473 23.182 -0.7 -2.2 1.2
O -0.940 -13.943 28.579 -0.8 2.2 0.6
H -0.207 -17.216 28.100 -0.1 0.4 0.5
O 1.330 -17.906 21.781 -0.6 -0.9 0.7
C -3.141 -21.282 19.623 0.0 0.5 0.4
C -3.507 -16.939 33.151 0.5 -0.2 1.6
C 6.350 -16.710 16.294 1.9 1.6 0.8
C 4.340 -13.155 23.103 -2.7 0.9 0.8
H 0.068 -14.715 26.475 -0.9 0.1 -0.7
N 0.576 -23.133 23.310 0.3 -1.3 0.9
H 2.086 -18.748 29.620 -1.1 -0.4 0.8
C -5.921 -14.106 19.634 1.6 0.4 -0.7
C -0.873 -17.555 16.573 0.2 0.3 0.1
H -0.029 -11.249 20.270 0.1 0.3 0.5
C 1.683 -22.630 28.763 -1.3 0.2 1.3
C 4.298 -16.331 27.335 -0.2 -1.0 -1.9
H 4.518 -16.425 29.900 0.1 0.1 0.7
C 1.162 -19.249 30.095 1.1 0.7 0.1
H 4.521 -17.271 26.668 -0.3 1.4 0.9
H 2.819 -14.765 27.421 -0.1 -0.1 0.1
H -1.096 -23.746 25.648 -0.2 0.1 -0.9
H 1.700 -18.958 32.130 0.1 -0.4 0.1
O 1.391 -13.355 20.210 -0.1 0.4 -0.7
H -3.807 -16.151 26.159 -0.1 -0.6 -0.5
H 5.031 -22.387 25.492 0.5 -0.6 0.2
H -1.275 -19.771 33.634 0.0 -0.3 0.1
H -0.365 -21.281 20.476 0.0 -0.4 -0.2
H 7.876 -19.340 28.707 0.2 -0.3 -1.0
C 2.618 -13.978 19.952 0.2 -0.2 1.4
H -6.120 -19.815 23.014 0.0 0.3 -0.7
C -2.509 -16.336 31.012 -0.8 -0.3 -0.2
H 3.002 -16.820 21.807 0.2 -1.2 0.6
C 1.045 -12.618 19.089 -0.6 1.7 -1.0
H 3.543 -14.965 25.862 0.0 0.2 -0.5
C 0.711 -12.797 23.909 -1.3 -2.2 -0.9
H 1.287 -11.568 25.567 -0.3 -0.6 0.0
H 6.921 -15.772 18.092 0.0 -0.4 0.4
H -0.597 -15.191 30.822 -0.8 -0.9 0.3
C 2.122 -23.296 21.436 0.4 -0.6 0.0
C -4.529 -20.684 19.500 0.8 -0.5 0.3
H -4.433 -16.747 35.138 -0.7 -0.1 -1.3
H 6.103 -13.449 20.207 -0.4 -0.2 -0.2
C -1.229 -22.895 24.949 -1.6 0.5 2.3
H -2.629 -16.406 33.710 -1.7 -0.6 -1.2
C -3.007 -18.292 22.559 -0.2 1.8 -0.8
H -0.173 -21.379 24.006 -0.1 0.7 -0.3
H 1.762 -16.435 24.078 0.9 -1.5 -0.6
H 1.009 -17.580 31.452 -0.5 0.2 -0.4
H -1.159 -17.179 26.568 0.3 0.4 -0.1
H -2.597 -19.445 24.367 -1.1 0.7 -0.9
H -5.579 -13.396 20.448 -0.5 -0.8 -0.7
H 1.324 -23.468 20.725 -0.2 -0.1 -0.2
O -1.260 -12.770 19.687 0.2 -0.5 -0.7
H 1.681 -13.305 25.770 -0.1 0.0 -0.1
H 2.449 -23.647 25.327 0.0 0.1 -0.4
H 5.683 -18.100 19.877 -0.2 0.1 -0.2
H 1.339 -19.366 23.534 -0.1 -0.2 -1.3
O 0.629 -18.273 26.625 -0.4 -0.9 -0.6
H 2.491 -14.520 22.052 -0.2 -0.2 -0.5
H 3.190 -18.605 22.278 0.5 -0.1 -0.1
C 6.040 -20.039 15.098 0.0 1.5 0.1
H 7.167 -21.603 28.358 0.2 -0.5 -0.3
N 0.547 -17.672 16.759 2.0 -1.7 -0.1
H 8.145 -14.542 25.659 -0.5 0.0 0.7
H 4.958 -20.962 24.511 -0.1 0.1 -0.2
H 7.764 -16.810 24.092 0.5 0.4 -0.6
H 0.056 -14.336 21.618 -0.5 0.2 0.3
C -5.910 -22.174 23.432 0.5 1.0 -0.5
H 2.460 -24.271 21.812 -0.1 0.2 -0.3
O -2.897 -17.563 24.980 0.3 -1.0 -1.1
N 5.797 -20.468 27.419 0.2 0.0 -0.3
H -2.613 -16.582 17.389 0.7 -0.4 0.3
H 2.196 -18.622 19.945 -0.4 0.6 0.6
C 8.117 -19.577 27.631 -1.1 2.4 0.5
C 6.398 -15.588 26.492 -1.4 -0.7 -1.4
H 5.909 -15.574 30.605 0.0 0.2 0.2
H 8.939 -20.569 16.357 -1.1 0.0 -0.4
H -5.149 -21.369 18.870 0.0 0.1 0.9
H 6.975 -17.611 18.135 0.7 -0.1 0.5
O -4.946 -20.500 20.850 -0.9 0.3 -1.4
H 2.315 -16.137 26.377 0.4 0.0 0.3
H -0.092 -17.703 24.926 -0.4 0.2 -1.3
H 8.749 -18.744 27.263 -0.4 -0.2 0.1
H 7.266 -16.194 28.673 -0.7 -0.6 0.3
H -1.723 -21.308 21.707 0.7 -0.4 -0.1
H -2.814 -21.693 18.688 0.1 -0.7 -0.6
H 0.060 -23.339 30.814 -0.1 0.2 -0.7
O 6.613 -14.721 21.743 -0.1 -0.2 0.0
H -0.835 -22.005 30.020 0.5 -0.6 -0.5
H 0.976 -25.238 23.015 0.2 1.1 1.2
C 1.580 -21.124 28.867 1.1 0.5 -1.5
C 6.958 -13.704 20.803 1.2 -0.5 1.1
H -1.175 -18.583 16.502 -0.6 -0.4 -0.2
C 6.451 -16.727 17.817 -2.4 -0.1 -0.5
H 2.269 -23.030 29.598 -0.1 0.1 0.3
C 5.737 -19.078 16.241 0.5 2.2 0.5
H 2.481 -22.096 23.175 -0.1 -0.3 0.4
C 4.881 -20.947 20.731 2.6 0.7 0.1
H -7.774 -19.754 22.402 0.4 -0.2 -0.3
C -1.614 -16.946 17.766 -2.0 -0.3 -0.6
H -1.891 -14.473 31.659 -0.1 0.4 0.7
H -5.537 -21.566 24.292 -0.3 0.0 -0.6
H 2.975 -22.875 20.893 -0.3 0.1 0.3
H 8.138 -14.790 27.410 0.5 0.2 0.3
H 3.804 -20.908 27.324 0.0 -0.1 0.1
H 3.852 -12.388 23.781 0.8 -0.5 -0.7
H 5.240 -21.670 29.826 -0.1 0.3 -0.3
O -2.178 -20.324 20.022 -0.1 1.0 -0.4
C 6.819 -19.648 26.760 0.6 -0.2 1.7
H -5.095 -22.299 22.711 0.1 -0.1 0.3
H 5.303 -20.786 19.730 -0.1 0.4 -0.1
H -4.685 -15.430 29.392 -0.5 -0.4 0.6
H 2.475 -14.906 19.420 0.0 -0.5 -0.3
H -2.535 -13.391 27.296 0.1 0.0 0.3
H -3.151 -19.199 21.982 -0.2 -0.2 -0.2
H 0.433 -18.263 19.992 0.7 0.4 0.2
H 3.496 -16.648 24.000 0.4 0.0 -0.1
H 5.751 -15.347 25.642 -0.1 0.6 0.0
C -3.978 -16.743 25.230 -0.4 2.2 -0.2
N 5.541 -15.637 27.656 -0.3 -0.9 1.4
H 6.542 -16.693 26.195 1.3 1.3 0.4
O 1.381 -20.635 30.172 0.0 -0.5 0.0
C 1.617 -22.454 22.590 0.7 0.3 -0.5
H 1.199 -21.554 22.182 -0.4 0.7 -0.2
H 6.142 -17.576 28.357 0.2 0.1 -0.3
H 3.972 -14.100 23.556 0.5 0.2 -0.5
C 6.210 -21.782 27.868 0.3 -0.2 0.4
C 2.588 -17.710 22.383 0.3 2.5 -0.5
H -2.098 -15.103 27.371 -0.6 -0.7 0.5
H 0.242 -24.708 24.569 0.1 -0.4 -0.2
H -3.151 -12.929 20.540 0.7 0.2 -0.3
H 6.353 -18.652 26.601 0.5 -0.7 0.0
O 3.727 -12.946 21.785 1.4 -0.7 1.1
H -0.244 -12.350 23.538 0.5 -0.1 0.6
H 7.287 -12.786 21.318 0.0 -0.1 0.0
H -1.897 -17.748 18.519 0.9 1.2 -0.5
H 0.286 -20.140 17.794 -0.1 -0.3 -0.8
H 7.130 -13.512 26.734 -0.2 -0.6 -0.1
H 7.801 -14.080 20.202 -0.2 0.3 -0.2
H 7.165 -20.046 25.830 -0.1 -0.4 -1.2
H 2.519 -20.721 28.421 -0.4 0.1 0.7
H -6.982 -14.036 19.479 -0.4 0.2 -0.1
H 5.388 -21.845 21.063 -0.5 -0.8 0.2
H 1.974 -20.032 17.741 0.6 0.1 0.2
O 7.400 -20.294 14.962 0.8 0.7 -1.3
C 7.680 -15.221 22.585 0.3 2.9 -1.0
C 2.382 -24.468 24.600 0.2 0.6 -1.1
H 6.949 -20.929 22.273 -0.3 0.8 0.0
H 8.587 -15.321 21.964 -0.1 -0.2 0.3
H 2.185 -22.995 27.888 0.2 0.3 -0.8
C 0.033 -22.350 24.419 1.8 0.7 -0.7
H -3.265 -22.032 20.408 0.3 -0.4 -0.2
C 6.197 -16.529 28.680 1.3 0.8 0.0
C 1.130 -20.140 17.081 0.0 1.1 0.0
C -1.709 -14.106 27.407 0.2 -0.2 -1.1
H 0.822 -20.696 28.179 -0.1 -0.5 0.3
H -1.122 -17.064 15.606 -0.1 0.0 0.4
C 0.270 -18.646 25.283 2.5 0.2 0.0
O 2.645 -18.265 24.778 -0.8 -0.9 -0.8
C -6.299 -20.025 20.844 0.7 -0.9 1.4
C 1.549 -19.181 24.550 0.2 0.5 3.9
H 0.473 -19.144 15.269 -0.2 -0.3 -0.6
C -6.797 -20.261 22.258 -1.0 0.5 1.6
H -0.124 -15.829 22.527 -0.1 0.6 0.3
H 2.523 -25.335 25.230 -0.1 -0.6 -0.2
H -0.759 -19.883 21.457 -0.1 0.2 -0.4
H 7.897 -14.399 23.357 -0.2 -1.3 -0.7
C -0.817 -14.067 26.193 1.9 0.0 0.4
O 0.664 -14.263 23.631 -0.1 0.6 0.1
H -6.825 -20.570 20.084 -0.7 -0.6 -0.2
H 5.719 -16.436 20.279 -0.7 0.1 0.1
C -0.286 -19.819 33.175 -0.5 -0.4 1.7
H 3.995 -14.967 21.237 0.3 0.2 0.1
H 6.619 -19.053 16.942 -1.0 -0.4 -0.6
H 1.805 -11.828 18.880 -0.1 -0.4 0.1
H 1.075 -15.886 17.489 0.3 0.4 -0.4
C -3.831 -16.940 20.763 1.4 -0.5 0.0
H 3.846 -20.994 20.665 -1.8 -0.3 0.1
C 0.884 -18.664 31.469 0.5 0.1 0.7
H 4.262 -19.541 26.351 0.2 -0.2 0.2
H -4.312 -18.763 24.097 0.0 -0.5 0.2
H -1.936 -23.079 24.111 0.3 -0.1 0.7
H -3.699 -15.121 19.639 0.4 -0.1 0.8
H -2.037 -17.856 22.291 0.4 -0.4 0.5
H -0.542 -11.131 18.621 0.1 -0.1 -0.5
C 7.503 -14.539 26.575 0.6 -0.6 -0.6
C 5.306 -22.350 28.970 -0.5 -0.6 0.4
O 5.242 -19.921 21.649 0.5 0.1 -0.6
C 4.585 -20.544 26.673 -1.6 -0.2 -1.8
C 6.650 -19.920 21.859 -0.1 -0.6 1.9
C -0.433 -23.037 29.853 -0.8 -0.4 0.8
H 6.302 -22.517 27.018 0.2 0.5 0.8
H -1.680 -22.141 25.690 0.4 -0.7 -1.3
C -4.781 -16.929 34.066 0.8 1.1 0.8
C 7.982 -21.029 15.959 1.6 -0.5 1.3
H 1.626 -16.844 20.058 -0.2 -1.6 -0.1
H 4.267 -22.624 28.668 0.9 0.3 0.0
H 3.481 -21.793 25.102 0.6 0.7 0.3
H 3.930 -16.707 28.250 -0.6 -0.7 0.8
C 5.109 -17.165 19.726 1.6 -0.6 -0.2
O 5.612 -17.695 15.693 -0.4 -2.0 -0.2
H 2.091 -15.201 15.013 1.6 0.9 -0.2
H -4.150 -16.027 24.398 0.3 -0.1 0.4
H 0.362 -19.053 29.408 -0.7 0.2 -0.4
N -3.739 -16.331 31.847 1.5 -0.6 -0.3
H 5.503 -20.934 15.224 -0.9 -1.5 0.2
H -0.465 -19.425 25.190 -0.8 -0.4 0.4
H 8.316 -22.022 15.639 -0.4 -0.1 -0.3
O -0.288 -12.753 26.114 0.1 0.7 -0.2
O 0.394 -23.222 28.727 0.0 -0.2 -0.1
C 1.422 -17.931 20.383 -0.4 1.0 -1.1
H -1.250 -14.369 25.220 -0.1 -0.1 0.7
H -0.052 -20.879 32.977 0.2 0.3 -0.2
H -0.544 -12.410 29.950 0.4 -0.3 0.8
H -5.600 -16.974 31.908 -0.3 -0.6 -0.9
C -0.246 -14.725 22.599 2.2 -0.4 0.1
H -4.339 -17.697 20.152 -0.3 0.3 0.1
H 3.232 -24.405 23.858 -0.7 0.0 1.0
C -4.299 -15.535 20.484 -0.4 1.0 -1.6
H 4.134 -17.372 20.169 0.0 0.5 -0.5
H -5.284 -17.875 34.058 -0.2 -0.6 0.0
```
Positions in Å, forces in eV/Å.

The electronic energy comes out at -5162.88823 hartree. The total charge is 0. Its multiplicity is 1. As for the orbital gap: 0.308 Eh.